113
Properties=species:S:1:pos:R:3:forces:R:3 method="wB97M-V/def2-TZVPD" molar_mass_g_mol=577.88 smiles=COC[C@H](C)N.CC(C)O.CC(C)O.CC(C)O.CC(C)O.CC(C)O.CC(C)O.CO.CO.CO.CO e_above_lowest_ev=3.968 orbital_gap_ha=0.3599 largest_force_ev_per_a=2.5 energy_ev=-52185.6527 total_charge=0 multiplicity=1 homo_energy_ev=-9.7
C 3.995057 1.974406 -5.485380 -0.33 0.25 0.30
O 4.405038 3.292158 -5.805093 -1.00 -0.89 1.00
C 4.088766 3.639357 -7.120220 1.49 0.76 -0.56
C 4.314123 5.140728 -7.170057 -1.07 -0.89 -0.18
C 3.151652 5.948509 -6.547937 0.42 0.46 0.06
N 4.443621 5.575578 -8.561095 0.20 0.63 0.31
H 4.588416 1.197903 -5.968150 0.13 0.04 -0.33
H 2.945047 1.871624 -5.759288 -0.12 -0.32 -0.04
H 4.073855 1.812538 -4.410361 0.11 0.23 0.00
H 4.811469 3.083605 -7.717670 0.25 0.19 -0.70
H 3.127596 3.427348 -7.588493 -0.64 -0.39 0.86
H 5.222364 5.350204 -6.604984 0.03 0.00 0.25
H 3.529796 6.964338 -6.662758 -0.42 0.40 0.43
H 2.895525 5.764875 -5.504492 0.76 -0.16 0.16
H 2.165430 5.932444 -7.011828 0.31 -0.43 -0.81
H 4.759980 6.522876 -8.410628 -0.24 0.66 -0.70
H 5.258686 5.166623 -8.995286 0.13 -0.54 -0.04
C -3.432782 3.120678 10.224092 0.41 0.28 -1.32
C -3.113584 3.039812 8.688891 -0.19 -0.34 0.15
C -3.669008 1.781320 8.016982 0.07 -0.37 0.60
O -3.681308 4.169722 8.057693 -0.67 0.93 0.40
H -3.003467 2.284562 10.776100 -0.08 -0.11 -0.16
H -4.510225 3.177596 10.378897 0.01 -0.12 -0.03
H -2.982769 4.034054 10.613119 -0.06 0.04 0.02
H -2.040502 3.148190 8.531212 0.31 -0.49 0.23
H -3.111762 0.877985 8.265116 0.13 0.03 0.24
H -3.678677 1.809432 6.927390 0.07 0.38 -0.05
H -4.690314 1.628831 8.365951 -0.12 0.00 -0.12
H -3.746276 4.049044 7.107520 0.12 -0.21 0.01
C 3.234188 -0.084539 6.963109 0.71 0.24 -0.60
C 3.919635 1.263792 6.640202 0.33 -0.76 0.95
C 5.181933 1.095661 5.831666 -0.13 -1.31 0.13
O 2.992283 2.062120 5.985208 -0.98 0.74 -0.58
H 3.897804 -0.734520 7.533411 -0.09 0.27 0.48
H 3.101437 -0.664831 6.050012 -0.35 0.22 -0.30
H 2.269282 0.064331 7.447769 0.18 -0.04 0.06
H 4.203701 1.742358 7.577424 -0.08 0.02 0.41
H 4.883065 0.669983 4.873761 0.25 0.32 -0.32
H 5.722365 0.294393 6.335668 0.51 0.10 -0.04
H 5.828003 1.969055 5.742953 -0.26 0.05 -0.08
H 3.355582 2.949868 5.946154 -0.11 0.14 -0.14
C 3.710936 -5.893992 1.310276 -1.57 -0.50 0.98
C 4.944799 -5.762132 0.555394 2.20 -0.25 -0.72
C 5.487150 -7.058987 -0.096049 -0.44 0.06 -0.08
O 4.759288 -4.772899 -0.439967 0.36 0.30 -0.18
H 2.992918 -6.373216 0.644763 -0.53 -0.12 0.35
H 3.342491 -4.918330 1.627166 -0.04 0.09 -0.28
H 3.832890 -6.442904 2.244046 -0.05 -0.45 -0.18
H 5.689120 -5.396500 1.262784 0.41 0.30 -0.33
H 6.361779 -6.918179 -0.731097 0.29 0.43 0.48
H 4.779735 -7.460349 -0.821686 -0.54 -0.03 0.15
H 5.682729 -7.847275 0.630903 0.06 0.06 0.08
H 4.005918 -5.068953 -0.956092 -0.15 0.12 -0.29
C -3.695536 -8.352959 -2.658013 -0.05 -0.58 0.08
C -3.774400 -7.575475 -1.335881 0.61 -1.87 -1.06
C -3.180274 -8.404790 -0.202525 -0.83 -0.29 -0.38
O -2.991934 -6.448824 -1.529137 -0.02 1.58 0.07
H -4.228282 -9.297273 -2.545974 -0.02 -0.10 -0.05
H -2.660265 -8.592038 -2.901222 0.18 -0.04 0.29
H -4.069808 -7.884395 -3.568216 -0.32 0.50 0.38
H -4.821307 -7.392743 -1.093607 -0.16 0.50 -0.06
H -3.760382 -9.327265 -0.177910 0.03 -0.15 0.44
H -3.321507 -7.851976 0.726211 0.29 -0.21 0.18
H -2.141269 -8.675971 -0.389732 0.02 0.28 0.07
H -3.190851 -5.866284 -0.792476 0.29 0.41 0.04
C -3.434808 0.665445 -4.416274 -1.18 0.02 -0.73
C -4.576781 0.318526 -5.389404 0.54 -0.09 -0.45
C -5.007989 -1.099381 -5.108594 -0.99 -0.68 1.09
O -5.653683 1.251653 -5.236224 -0.28 -0.75 0.21
H -4.026384 0.767854 -3.506520 0.67 0.18 0.47
H -2.977890 1.607922 -4.718049 0.20 -0.03 0.29
H -2.714070 -0.149314 -4.347083 0.06 0.20 0.06
H -4.261453 0.303831 -6.432705 0.25 0.41 -0.19
H -5.998954 -1.408059 -5.441465 0.06 0.36 -0.74
H -5.119318 -1.279119 -4.039296 0.27 0.23 0.37
H -4.278057 -1.840387 -5.434497 0.07 0.24 -0.28
H -5.393036 2.144130 -5.475260 0.33 -0.09 -0.08
C -4.078471 5.487088 0.412768 -0.12 -0.21 -0.49
C -3.426611 4.922182 1.700923 -0.57 0.53 -2.42
C -2.209102 5.687074 2.058813 0.94 0.23 0.50
O -4.418556 4.987549 2.667316 -0.53 -0.10 1.09
H -4.273456 6.559230 0.437406 0.24 0.31 0.57
H -5.070673 5.055764 0.280125 0.08 -0.35 -0.07
H -3.524071 5.366329 -0.517903 0.22 -0.36 0.11
H -3.147970 3.882572 1.528642 -0.18 -0.14 0.11
H -1.585659 5.804239 1.172421 0.35 -0.24 0.17
H -1.719732 5.136640 2.862336 0.49 0.16 -0.11
H -2.386972 6.694446 2.435203 -0.41 0.04 -0.04
H -4.816957 5.837644 2.466797 -0.49 0.11 0.59
C 4.766704 4.501272 0.371685 -0.19 -0.48 -0.63
O 5.219219 5.005108 -0.883798 0.44 1.10 0.59
H 5.288543 3.586418 0.652441 -0.17 -0.25 -0.10
H 4.949257 5.191710 1.195135 0.30 0.47 -0.51
H 3.685949 4.362861 0.341280 -0.08 -0.34 0.09
H 5.180598 4.421442 -1.645011 -0.30 -0.50 0.55
C 0.795660 0.093251 0.994463 -0.05 -0.98 -0.15
O 0.031374 -0.023976 2.197188 -0.04 0.26 -0.59
H 1.852466 -0.069946 1.205725 0.11 0.35 -0.14
H 0.502713 -0.714239 0.323465 -0.12 -0.34 0.29
H 0.614067 0.960930 0.360224 0.05 0.63 0.63
H 0.479832 0.452717 2.899506 0.03 0.09 -0.03
C 0.702481 -5.418187 -5.404608 0.75 -0.21 -0.38
O 1.048159 -5.122794 -4.076434 -0.18 0.04 0.66
H 0.870905 -6.467945 -5.644901 -0.18 -0.28 0.07
H -0.325466 -5.157892 -5.656965 0.06 0.24 -0.11
H 1.451396 -4.882462 -5.987894 -0.45 0.23 -0.34
H 0.378490 -5.494591 -3.497710 -0.03 -0.02 0.13
C -5.667757 -1.425925 1.211547 0.46 1.06 0.87
O -4.480156 -2.144314 1.494314 -0.16 -0.97 -0.30
H -5.547595 -0.740829 0.372317 -0.15 -0.33 -0.44
H -6.526118 -2.090462 1.112986 0.40 -0.19 -0.31
H -5.891565 -0.771456 2.053970 -0.23 0.08 0.23
H -3.737466 -1.584851 1.733066 -0.29 0.34 -0.06

---

81
Properties=species:S:1:pos:R:3:forces:R:3 method="wB97M-V/def2-TZVPD" molar_mass_g_mol=689.73 orbital_gap_ha="0.1249 / 0.1248" largest_force_ev_per_a=2.9 energy_ev=-104462.8944 total_charge=-1 multiplicity=1 homo_energy_ev="-1.4 / -1.4"
Ti -0.000008 -0.216689 -0.989263 0.59 -1.85 -1.63
C 1.976899 3.055140 -3.915485 0.03 0.02 0.09
N 2.022497 3.361984 -2.493345 0.13 0.07 -0.10
C 3.112101 4.214950 -2.062087 -0.01 -0.12 -0.03
C 1.342059 2.557040 -1.638397 -0.06 0.19 0.04
O 0.518998 1.752371 -2.043612 0.22 0.02 -0.01
C 1.612588 2.730786 -0.146888 -0.04 -0.17 0.08
O 0.736311 1.980307 0.634421 -0.18 0.15 0.11
C -0.525762 2.581948 0.884590 0.08 -0.04 0.06
C -1.680231 1.576752 0.586303 0.28 0.31 0.09
O -1.360031 0.800178 -0.466689 -1.91 1.88 1.15
N -2.853047 2.406207 0.238377 -0.25 -0.20 -0.10
C -3.872590 1.639769 -0.471347 -0.03 0.08 0.10
C -3.436512 3.147210 1.339756 0.05 0.02 -0.03
H 1.867097 3.977496 -4.488331 0.01 0.01 0.00
H 2.896481 2.548640 -4.227539 -0.01 0.00 0.00
H 1.133743 2.400983 -4.110164 -0.02 -0.02 0.01
H 3.265144 4.988026 -2.814128 0.00 0.02 0.00
H 2.887353 4.706970 -1.119629 0.00 0.01 0.00
H 4.050665 3.658712 -1.948013 -0.02 0.00 -0.01
H 2.616363 2.348260 0.048297 0.06 0.04 -0.01
H 1.578999 3.788614 0.128887 0.00 0.08 0.01
H -0.547454 2.890014 1.932935 -0.01 0.10 0.01
H -0.693236 3.446441 0.237628 0.04 -0.02 -0.07
H -3.425080 1.118033 -1.310782 0.03 -0.02 -0.01
H -4.368136 0.900818 0.177407 -0.01 0.01 0.01
H -4.626108 2.339394 -0.841914 0.00 -0.02 0.03
H -2.668460 3.691850 1.892281 -0.03 0.00 -0.01
H -4.139752 3.876351 0.932444 0.00 0.01 0.02
H -3.979979 2.507099 2.051866 0.02 0.00 0.01
S -1.327561 -2.227963 -0.313926 0.31 -0.36 -0.27
C -1.675630 -3.101195 -1.798247 -0.15 -0.04 0.05
C -2.118710 -4.432947 -1.752628 0.00 0.09 -0.03
C -2.387785 -5.159144 -2.903670 0.00 0.05 0.03
C -2.229632 -4.559220 -4.149219 0.02 0.05 0.01
C -1.800479 -3.240074 -4.216246 0.01 0.01 0.06
C -1.511559 -2.497337 -3.064029 -0.14 0.02 -0.08
S -0.890856 -0.845952 -3.211696 -0.04 -0.27 -0.35
H -2.241646 -4.890075 -0.776496 0.01 0.00 -0.03
H -2.716978 -6.190645 -2.829723 0.01 0.03 0.01
H -2.431928 -5.113061 -5.060270 -0.01 0.03 0.03
H -1.677692 -2.753750 -5.178936 0.02 -0.02 0.03
N -5.767010 -2.051301 8.279733 -0.12 -0.08 0.19
C -5.169637 -1.706957 7.361746 0.29 0.12 -0.39
C -4.419049 -1.257816 6.212065 -0.10 -0.01 0.25
C -4.609877 -1.847905 4.969622 -0.06 -0.18 -0.18
C -3.926280 -1.378933 3.862058 -0.11 -0.17 -0.10
C -3.052427 -0.298502 3.973483 -0.05 0.28 -0.01
C -2.832870 0.260099 5.236657 0.00 0.00 0.05
C -3.510670 -0.212192 6.344789 0.14 0.12 0.07
C -2.469940 0.298482 2.808817 0.14 -0.48 0.39
C -1.976963 0.766580 1.819150 -0.24 0.36 -0.45
H -5.304741 -2.671761 4.874942 0.01 0.00 -0.04
H -4.071036 -1.836758 2.892120 -0.02 0.03 0.00
H -2.132661 1.079286 5.327090 -0.03 0.02 0.04
H -3.350136 0.228607 7.319693 0.02 0.03 -0.02
C 2.252572 -2.822524 0.704098 0.03 0.15 -0.13
C 1.791638 -1.460816 1.124983 0.01 0.43 -0.05
C 2.090062 -0.937635 2.497827 -0.11 -0.04 -0.02
O 1.065405 -0.730047 0.353553 0.89 -0.61 1.33
H 2.401458 -3.458653 1.582517 -0.01 -0.02 -0.05
H 3.213839 -2.813350 0.148190 -0.08 -0.03 0.10
H 1.504635 -3.290960 0.062425 0.00 -0.02 -0.02
H 3.108262 -1.197068 2.814999 -0.04 0.03 0.03
H 1.400209 -1.337433 3.264298 0.09 0.02 -0.03
H 1.984357 0.150737 2.508268 0.02 -0.04 0.01
C 5.827179 0.652036 -0.291574 0.00 -0.01 -0.04
C 5.499905 0.638743 -1.787786 0.07 -0.01 0.15
C 4.232338 -0.109488 -2.061484 0.53 -0.22 -0.28
N 3.074281 0.301490 -1.739114 -0.80 0.20 0.25
N 2.055103 -0.576001 -2.035959 0.41 0.21 -0.27
C 2.488872 -1.662612 -2.614171 0.20 0.02 0.27
N 1.741774 -2.752891 -2.898325 -0.21 0.00 -0.15
S 4.214563 -1.676305 -2.803288 0.16 -0.16 -0.10
H 6.718164 1.252080 -0.098213 -0.01 -0.02 0.01
H 6.005740 -0.360971 0.073774 -0.03 0.03 0.00
H 4.992536 1.065846 0.274886 0.01 -0.01 -0.01
H 6.316973 0.176319 -2.343441 0.02 0.03 -0.03
H 5.403077 1.662049 -2.154988 -0.07 0.00 -0.04
H 0.739372 -2.549541 -2.915368 -0.01 0.01 -0.01
H 2.040525 -3.298224 -3.690563 0.02 -0.06 0.04

---

78
Properties=species:S:1:pos:R:3:forces:R:3 method="wB97M-V/def2-TZVPD" molar_mass_g_mol=843.62 e_above_lowest_ev=1.295 orbital_gap_ha="0.2461 / 0.2461" largest_force_ev_per_a=1.5 energy_ev=-123158.0744 total_charge=+1 multiplicity=1 homo_energy_ev="-10.7 / -10.7"
Au -1.457965 -0.293721 0.555450 0.06 0.10 -0.08
N -3.450274 -0.076673 4.856876 -0.15 -0.11 -0.03
C -2.287244 0.192018 4.258334 0.12 0.02 -0.05
N -2.226802 -0.444259 3.107427 0.00 0.16 0.19
C -3.417983 -1.091685 3.061037 -0.05 -0.20 -0.33
N -4.195976 -0.903252 4.100125 0.12 0.13 0.15
C -3.806668 -1.923971 1.913222 0.06 0.08 0.11
C -4.927334 -2.746794 1.948079 -0.04 -0.07 -0.06
N -5.291572 -3.479534 0.903919 0.07 0.08 0.07
C -4.532099 -3.394837 -0.182472 -0.01 -0.04 -0.07
C -3.408853 -2.584255 -0.238892 0.07 0.04 0.03
N -3.047816 -1.854801 0.817139 -0.18 -0.05 0.00
H -3.800702 0.254451 5.739422 -0.03 0.02 0.07
H -1.532120 0.833294 4.683842 -0.02 -0.01 -0.02
H -5.531348 -2.800113 2.844803 0.00 0.00 -0.01
H -4.825017 -3.982521 -1.043554 0.01 0.01 0.02
H -2.810892 -2.493605 -1.135539 -0.01 0.01 0.02
C 0.299783 1.641509 -6.342741 0.00 0.02 -0.04
C 0.374638 1.310582 -4.881864 0.00 0.01 0.09
C 0.321447 2.306047 -3.916468 0.01 -0.08 0.06
C 0.387074 2.005356 -2.560814 -0.09 0.20 -0.05
C 0.243827 3.111773 -1.549799 0.01 0.04 0.05
C 0.532300 0.667082 -2.187254 -0.15 0.03 -0.04
As 0.660495 0.378101 -0.313861 -0.13 -1.18 0.31
N 0.315079 -1.282414 0.232277 -0.59 0.66 -1.18
C 0.972897 -2.227981 1.005148 0.33 0.15 0.50
C 2.358362 -2.382324 0.875646 -0.21 -0.09 0.15
C 3.005263 -3.369197 1.599963 -0.05 -0.10 0.06
C 2.293989 -4.197175 2.460024 -0.07 0.04 -0.01
C 0.918584 -4.032340 2.590687 0.19 -0.05 0.01
C 0.254038 -3.055308 1.871030 0.19 0.06 -0.10
C 2.150880 1.146110 0.568499 -0.12 0.34 0.10
C 1.993468 1.657985 1.862121 0.21 0.03 0.06
C 0.697696 1.597675 2.622883 -0.05 0.05 0.03
C 3.107460 2.227372 2.467517 -0.09 -0.04 -0.04
C 4.335015 2.299509 1.821827 -0.04 -0.03 -0.04
C 5.524753 2.928630 2.481903 0.06 0.02 0.05
C 4.443887 1.769254 0.541319 0.04 -0.04 -0.08
C 3.369480 1.187939 -0.118818 0.21 0.08 0.12
C 3.590400 0.640741 -1.505130 0.06 0.04 -0.01
C 0.538813 -0.374009 -3.123370 0.11 -0.06 -0.20
C 0.624500 -1.836449 -2.782724 -0.10 0.00 0.09
C 0.473751 -0.013125 -4.462501 -0.03 -0.05 0.05
H 0.197519 2.713542 -6.500360 0.00 -0.01 -0.01
H -0.553544 1.145359 -6.807009 0.00 0.00 0.01
H 1.196684 1.303206 -6.864004 0.00 0.00 0.01
H 0.202247 3.339188 -4.219746 0.00 0.00 0.02
H 0.044485 4.055055 -2.053782 -0.01 0.00 0.01
H 1.142629 3.252675 -0.943451 0.02 -0.05 -0.01
H -0.610092 2.928128 -0.889802 0.00 0.00 -0.01
H 2.922356 -1.744048 0.207669 -0.05 0.04 -0.03
H 4.075383 -3.488327 1.489491 -0.01 -0.02 0.02
H 2.805814 -4.963990 3.024893 0.00 0.00 0.00
H 0.356323 -4.670639 3.260023 0.02 -0.01 0.00
H -0.813403 -2.924727 1.981282 -0.04 0.06 -0.03
H -0.120176 2.088178 2.088257 0.02 0.00 -0.02
H 0.814529 2.102192 3.581411 -0.01 -0.01 -0.01
H 0.397179 0.566341 2.817924 0.01 -0.05 -0.01
H 3.010997 2.624730 3.470947 0.00 0.00 0.00
H 5.296742 3.246224 3.497497 0.00 0.00 0.00
H 5.858844 3.801436 1.919334 0.00 0.00 0.00
H 6.359728 2.227941 2.522518 0.00 0.01 -0.01
H 5.401753 1.802589 0.033517 0.00 0.01 0.02
H 4.647852 0.420478 -1.644190 -0.02 0.02 -0.01
H 3.293217 1.362751 -2.268025 -0.01 0.00 -0.01
H 3.036389 -0.276447 -1.702276 0.00 -0.05 0.04
H -0.189922 -2.145298 -2.125246 0.04 0.03 -0.07
H 1.555026 -2.096596 -2.272901 0.03 0.04 0.03
H 0.572260 -2.419370 -3.699086 0.02 -0.05 0.02
H 0.485219 -0.801868 -5.206910 0.01 0.02 0.01
C -5.233263 1.091540 -1.013393 -0.11 0.03 -0.01
S -3.478621 1.235026 -1.085419 0.20 -0.05 0.06
O -2.972143 0.107674 -1.856257 -0.11 0.17 0.13
O -3.144990 2.555297 -1.541776 0.04 -0.09 -0.09
O -3.067181 1.057756 0.381317 0.20 -0.20 0.04
H -5.585850 1.026570 -2.039661 -0.04 0.02 -0.01
H -5.646502 1.971012 -0.525646 0.06 0.00 0.01
H -5.494669 0.191340 -0.461824 0.02 -0.03 -0.04